Entry from the Open Molecules 2025 dataset: a 4-piece molecular cluster, C2H10O3 overall in a non-equilibrium geometry (ωB97M-V/def2-TZVPD).

Relative energy (zero: lowest compared OMol25 entry of this formula, charge and spin) = 18.8 kcal per mole
Lowest unoccupied orbital energy = 0.0165 hartree
HOMO-LUMO gap = 11.0 eV
HOMO level = -10.517 eV

ORCA input file:
```
! wB97M-V def2-TZVPD RIJCOSX def2/J DEFGRID3
* xyz 0 1
C -1.978 -0.371 -0.352
C -3.166 -0.097 -0.861
H -1.825 -0.959 0.532
H -1.082 -0.026 -0.853
H -4.059 -0.470 -0.381
H -3.322 0.476 -1.761
O 1.959 -0.627 -0.717
H 2.681 -0.878 -1.292
H 1.491 0.159 -0.998
O 1.360 -1.388 2.041
H 0.765 -0.858 2.575
H 1.512 -0.877 1.236
O 0.866 2.128 -0.246
H -0.042 1.908 -0.521
H 0.749 3.011 0.132
*
```

=====

Entry from the Open Molecules 2025 dataset: C2H10O4Rb as an isolated structure in a non-equilibrium geometry (ωB97M-V/def2-TZVPD).

Relative energy (zero: lowest compared OMol25 entry of this formula, charge and spin) = 112.2 kcal per mole
Lowest unoccupied orbital energy = -0.1156 hartree
HOMO-LUMO gap = 11.4 eV
HOMO level = -14.521 eV

ORCA input file:
```
! wB97M-V def2-TZVPD RIJCOSX def2/J DEFGRID3
* xyz 1 1
Rb -0.995 -1.983 0.243
O -0.903 -1.616 -1.881
H -1.337 -2.161 -2.537
H -0.180 -1.202 -2.354
O -0.508 -0.842 1.976
H -0.647 -0.757 2.919
H -0.143 0.001 1.710
C 0.001 0.408 -0.846
C 1.080 1.145 0.097
O 1.073 0.845 1.510
O -1.238 0.705 -0.378
H 0.176 -0.661 -0.723
H -0.100 0.631 -1.908
H 1.085 2.231 0.005
H 2.070 0.968 -0.322
H 1.646 1.494 1.923
H -1.079 0.793 0.564
*
```

=====

Entry from the Open Molecules 2025 dataset: one molecule with the formula C2H11ClSi3 in a non-equilibrium geometry (ωB97M-V/def2-TZVPD).

Relative energy (zero: lowest compared OMol25 entry of this formula, charge and spin) = 0.0 kcal per mole
Lowest unoccupied orbital energy = 0.0144 hartree
HOMO-LUMO gap = 9.5 eV
HOMO level = -9.148 eV

ORCA input file:
```
! wB97M-V def2-TZVPD RIJCOSX def2/J DEFGRID3
* xyz 0 1
C 2.120 0.525 -1.626
Si 0.929 0.664 -0.119
C 1.381 -0.714 1.207
Si -1.437 0.030 -0.770
Si -2.876 -0.212 0.996
Cl -2.130 1.426 -2.011
H 2.894 -0.161 -1.436
H 1.613 0.158 -2.516
H 2.581 1.493 -1.941
H 1.307 1.875 0.483
H 1.504 -1.860 0.824
H 2.418 -0.475 1.537
H 0.542 -0.673 2.053
H -1.034 -1.214 -1.316
H -4.062 0.703 1.086
H -2.179 0.046 2.333
H -3.571 -1.612 1.217
*
```

=====

Entry from the Open Molecules 2025 dataset: C2H11FeO10P as an isolated structure in a non-equilibrium geometry (ωB97M-V/def2-TZVPD).

Relative energy (zero: lowest compared OMol25 entry of this formula, charge and spin) = 0.0 kcal per mole
Lowest unoccupied orbital energy (spin up / spin down) = 0.1671 / 0.1663 hartree
HOMO-LUMO gap (spin up / spin down) = 4.1 / 4.1 eV
HOMO level (spin up / spin down) = 0.411 / 0.402 eV
<S²> = 6.012

ORCA input file:
```
! wB97M-V def2-TZVPD RIJCOSX def2/J DEFGRID3
* xyz -2 5
Fe 0.350 -0.298 -0.119
P 2.914 0.369 -0.634
O 1.516 0.982 -1.139
O 3.793 1.254 0.228
O 3.620 -0.299 -1.798
O 2.213 -0.685 0.393
C -2.227 0.768 2.643
C -0.785 1.336 2.511
O -0.354 1.930 3.507
O -0.232 1.131 1.401
H -2.801 1.350 3.368
H -2.207 -0.276 2.972
H -2.783 0.809 1.697
O -0.078 -2.012 1.236
H -0.978 -2.333 1.321
H 0.313 -2.016 2.114
O 0.270 -1.853 -1.744
H 0.275 -2.809 -1.678
H -0.038 -1.617 -2.623
O 0.358 0.889 -3.371
H 1.061 0.426 -3.834
H 0.830 1.162 -2.497
O -1.407 0.426 -1.126
H -2.303 0.564 -0.816
H -1.320 0.804 -2.012
*
```

=====

Question: Look up the relative energy (zero: lowest compared OMol25 entry of this formula, charge and spin) of the first one.
Answer: 18.8 kcal per mole

=====

Question: What is the relative energy (zero: lowest compared OMol25 entry of this formula, charge and spin) in the second record?
Answer: 112.2 kcal per mole

=====

Question: Which of these has the highest relative energy (zero: lowest compared OMol25 entry of this formula, charge and spin)?
Answer: C2H10O4Rb